Arrangement one

Formula: C3H11NO3
Source: OMol25
Level of theory: ωB97M-V/def2-TZVPD

Calculated values
**Frontier orbital gap**: 9.55 eV
**HOMO energy**: -8.90 eV
**Molecular weight**: 109.12 g/mol

Atoms and positions in Å:
C  2.664  0.350  2.680
N  2.074  -0.557  1.694
C  2.704  -1.851  1.594
C  0.800  -0.436  1.091
O  0.314  0.626  0.839
H  2.205  0.062  3.689
H  2.059  1.203  2.526
H  3.729  0.185  2.926
H  2.758  -2.027  0.449
H  2.300  -2.581  2.275
H  3.801  -1.942  1.741
H  0.180  -1.287  0.749
O  -3.709  0.313  -4.541
H  -3.955  0.722  -5.392
H  -2.869  0.136  -4.689
O  -3.429  1.393  -1.740
H  -3.888  1.777  -2.532
H  -3.249  0.622  -2.245

Results of the Mulliken charge analysis, in e, for atoms 1 through 5:
1. C -0.936
2. N 0.098
3. C -1.012
4. C 0.024
5. O -0.529

Arrangement two

Formula: C3H11NO3
Source: OMol25
Level of theory: ωB97M-V/def2-TZVPD

Calculated values
**Frontier orbital gap**: 10.70 eV
**HOMO energy**: -10.00 eV
**Molecular weight**: 109.12 g/mol

Atoms and positions in Å:
C  -0.125  -1.687  0.851
N  0.301  -0.291  0.818
C  1.355  0.120  0.081
C  2.170  -0.921  -0.659
O  1.544  1.312  -0.139
H  0.564  -2.286  1.437
H  -0.378  -2.013  -0.154
H  -1.080  -1.676  1.342
H  -0.170  0.399  1.379
H  1.711  -1.207  -1.602
H  3.002  -0.326  -0.944
H  2.551  -1.745  -0.063
O  -3.351  -0.563  0.518
H  -3.852  0.216  0.233
H  -2.820  -0.697  -0.278
O  -0.904  2.046  -1.147
H  -0.136  1.838  -0.575
H  -0.473  2.316  -1.964

Results of the Mulliken charge analysis, in e, for atoms 1 through 5:
1. C -1.097
2. N -0.060
3. C 0.767
4. C -1.224
5. O -0.727

Short version: arrangement one is the least stable of them.

Arrangement one

Formula: C2H7NS2
Source: OMol25
Level of theory: ωB97M-V/def2-TZVPD

Calculated values
**Frontier orbital gap**: 9.63 eV
**HOMO energy**: -8.84 eV
**Molecular weight**: 109.22 g/mol

Atoms and positions in Å:
C  -0.332  -2.746  1.048
N  -0.769  -1.577  1.019
H  0.595  -2.998  0.526
H  -0.776  -3.604  1.558
H  -1.631  -1.411  1.532
C  1.081  1.225  -0.335
S  0.364  2.887  -0.310
S  -1.334  2.649  -1.421
H  0.349  0.465  -0.023
H  1.893  1.230  0.402
H  1.403  0.997  -1.346
H  -0.843  2.884  -2.650

Results of the Mulliken charge analysis, in e, for atoms 1 through 5:
1. C -0.287
2. N -0.387
3. H 0.219
4. H 0.240
5. H 0.199

Arrangement two

Formula: C2H7NS2
Source: OMol25
Level of theory: ωB97M-V/def2-TZVPD

Calculated values
**Frontier orbital gap**: 8.83 eV
**HOMO energy**: -8.64 eV
**Molecular weight**: 109.22 g/mol

Atoms and positions in Å:
C  -2.281  0.506  -0.119
N  -1.746  -0.629  0.253
H  -3.099  0.538  -0.843
H  -1.739  1.359  0.158
H  -1.158  -0.471  1.159
C  1.254  0.598  -0.030
S  0.738  -0.553  -1.248
S  2.234  -1.973  -0.494
H  1.309  0.304  1.018
H  2.357  0.834  -0.249
H  0.602  1.513  -0.298
H  1.528  -2.025  0.693

Results of the Mulliken charge analysis, in e, for atoms 1 through 5:
1. C -0.292
2. N -0.477
3. H 0.261
4. H 0.266
5. H 0.271

Arrangement three

Formula: C2H7NS2
Source: OMol25
Level of theory: ωB97M-V/def2-TZVPD

Calculated values
**Frontier orbital gap**: 8.82 eV
**HOMO energy**: -8.45 eV
**Molecular weight**: 109.22 g/mol

Atoms and positions in Å:
C  1.052  2.700  0.200
N  -0.209  2.293  0.007
H  1.384  3.445  0.881
H  1.911  2.382  -0.389
H  -0.146  1.699  -0.869
C  -0.439  -2.351  0.905
S  0.326  -1.161  -0.213
S  -1.419  -0.682  -1.322
H  0.359  -2.616  1.633
H  -1.445  -1.973  1.351
H  -0.651  -3.186  0.341
H  -0.725  -0.550  -2.525

Results of the Mulliken charge analysis, in e, for atoms 1 through 5:
1. C -0.173
2. N -0.485
3. H 0.274
4. H 0.175
5. H 0.232

Arrangement four

Formula: C2H7NS2
Source: OMol25
Level of theory: ωB97M-V/def2-TZVPD

Calculated values
**Frontier orbital gap**: 9.15 eV
**HOMO energy**: -8.58 eV
**Molecular weight**: 109.22 g/mol

Atoms and positions in Å:
N  0.170  -1.514  1.596
C  0.236  -0.145  1.067
C  0.300  0.105  -0.437
S  -1.208  1.015  -0.903
S  -0.770  2.280  -2.455
H  0.015  -2.170  0.835
H  -0.510  -1.583  2.318
H  -0.616  0.446  1.441
H  1.095  0.356  1.533
H  1.191  0.681  -0.678
H  0.411  -0.839  -0.981
H  -0.314  1.367  -3.337

Results of the Mulliken charge analysis, in e, for atoms 1 through 5:
1. N -0.536
2. C -0.498
3. C -0.470
4. S -0.089
5. S -0.216

Short version: arrangement two is the least stable of them.

Arrangement one

Formula: C3H2N2S2
Source: OMol25
Level of theory: ωB97M-V/def2-TZVPD

Calculated values
**Frontier orbital gap**: 7.83 eV
**HOMO energy**: -9.41 eV
**Molecular weight**: 130.20 g/mol

Atoms and positions in Å:
C  2.451  -1.640  -0.236
C  -0.593  0.366  0.043
C  -0.397  0.360  1.536
H  2.922  -1.540  -1.185
H  2.923  -2.257  0.621
N  1.479  -1.051  0.155
N  -0.843  0.246  2.735
S  0.680  -0.048  -1.004
S  -1.872  0.980  -0.728

Results of the Mulliken charge analysis, in e, for atoms 1 through 5:
1. C -0.232
2. C 0.325
3. C 0.221
4. H 0.232
5. H 0.212

Arrangement two

Formula: C3H2N2S2
Source: OMol25
Level of theory: ωB97M-V/def2-TZVPD

Calculated values
**Frontier orbital gap**: 7.42 eV
**HOMO energy**: -8.47 eV
**Molecular weight**: 130.20 g/mol

Atoms and positions in Å:
C  1.274  0.632  0.065
C  0.864  -0.646  0.001
N  -0.513  -0.611  -0.182
S  -2.058  -1.496  -0.025
S  -2.636  0.583  0.017
C  -0.865  0.674  -0.173
N  0.252  1.544  -0.002
H  2.250  0.935  0.163
H  1.433  -1.615  0.136

Results of the Mulliken charge analysis, in e, for atoms 1 through 5:
1. C -0.279
2. C -0.189
3. N 0.093
4. S 0.017
5. S -0.146

Short version: arrangement one is the least stable of them.